Entry 1:
The following is a quantum chemistry calculation of C34H55AlBr4Cl4CsF5N6O9PS2 as an isolated structure in a non-equilibrium geometry, from OMol25.

The geometry in XYZ format:
```
122
C34H55AlBr4Cl4CsF5N6O9PS2, DFT ωB97M-V/def2-TZVPD
C 3.6822 3.4534 1.3722
C 2.9127 2.6477 0.3284
O 2.1164 1.7169 1.0421
C 1.3220 0.7503 0.3680
C 2.2052 -0.5083 0.4030
F 3.1676 -0.3309 -0.5773
C 2.9999 -0.7124 1.7212
C 4.4883 -0.4307 1.6104
N 1.0881 1.3701 -0.9930
P 1.8414 0.7099 -2.5474
O 3.0917 1.7042 -2.8766
Br 0.4844 1.3945 -4.2178
C -0.2392 1.5902 -1.1848
N -0.7407 2.6816 -1.6317
C 0.0178 3.9086 -1.9590
C -0.2027 5.0183 -0.9643
C 0.9069 5.6572 -0.4165
C 0.7413 6.7142 0.4653
C -0.5355 7.1576 0.8014
C -0.7348 8.3258 1.7150
C -1.6516 6.5055 0.2592
C -1.4923 5.4421 -0.6301
N -1.0387 0.4622 -0.8543
Cl -1.3989 -0.6437 -2.0716
C -1.3991 0.3287 0.5320
C -2.0832 -1.0296 0.7371
C -2.7643 -1.5453 2.0163
C -2.8500 -1.0000 3.3973
N -3.3421 -2.6843 1.8825
S -2.8220 1.5737 0.6176
O -3.5320 1.2578 -0.5892
O -2.4282 2.9111 0.7861
F -3.7500 1.1484 1.7643
C 0.0105 0.5795 1.3376
N 0.1948 -0.7346 1.9488
C 0.2889 -0.9708 3.1459
S 0.4421 -1.2294 4.6419
C -0.0813 1.7162 2.3620
F -0.0575 2.8788 1.7691
F -1.2192 1.6015 3.0417
F 0.8838 1.6840 3.2324
H 4.0444 4.3873 0.9673
H 2.9572 3.6939 2.1470
H 4.4402 2.8516 1.8465
H 3.6685 2.2150 -0.3200
H 2.3408 3.3894 -0.2097
H 1.7003 -1.4173 0.0841
H 2.5593 -0.2134 2.5696
H 2.9024 -1.7765 1.9229
H 4.9011 -0.4963 2.6106
H 4.9784 -1.2168 1.0546
H 4.7393 0.5372 1.2010
H 2.7591 2.6003 -3.0585
H -1.7459 2.6918 -1.7724
H -0.3808 4.2613 -2.9035
H 1.0651 3.6872 -2.0704
H 1.8947 5.3349 -0.7078
H 1.6224 7.1854 0.8686
H -0.8489 9.2359 1.1376
H 0.0756 8.4280 2.4232
H -1.6541 8.1838 2.2725
H -2.5950 6.9017 0.5415
H -2.3463 4.9247 -1.0920
H -2.9352 -0.9942 0.0585
H -1.4855 -1.8521 0.3691
H -2.7566 0.0634 3.5125
H -2.1096 -1.5045 4.0051
H -3.8041 -1.2869 3.8191
H -3.2674 -2.9966 0.9105
Br -6.8023 7.9246 0.7503
C -6.8409 6.6063 -0.6729
C -6.2014 5.3155 -0.2354
Br -4.2507 5.4738 -0.2005
H -6.3452 7.0508 -1.5294
H -7.8921 6.4513 -0.9033
H -6.4211 4.5184 -0.9428
H -6.5095 5.0109 0.7592
C 8.3231 2.5247 1.6895
Cl 7.0265 3.7197 1.8001
Cl 8.3289 1.4451 3.0715
Cl 8.1601 1.6204 0.1737
H 9.2653 3.0558 1.6631
C -5.9435 -4.0656 -2.9175
C -6.3764 -4.6262 -1.5844
O -5.1128 -4.9112 -0.9304
C -4.1778 -4.1097 -1.4829
O -3.0698 -3.9637 -1.0564
O -4.6567 -3.4867 -2.5778
H -6.6190 -3.3105 -3.3082
H -5.7946 -4.8336 -3.6744
H -6.9239 -3.9006 -0.9806
H -6.9729 -5.5281 -1.6798
C 0.1207 -4.5556 -2.2395
C 0.8441 -5.8370 -1.8599
N 2.2804 -5.6758 -1.8280
C 2.9989 -6.9401 -1.7226
C 2.8197 -7.7681 -0.4456
C 2.7715 -4.5961 -0.9932
C 2.4087 -4.6120 0.5012
H 0.4811 -4.1724 -3.1964
H -0.9499 -4.7463 -2.3320
H 0.2477 -3.7773 -1.4790
H 0.6053 -6.5958 -2.6081
H 0.4342 -6.2037 -0.9031
H 4.0623 -6.7460 -1.8749
H 2.6996 -7.5553 -2.5751
H 3.3705 -7.3483 0.3951
H 3.2086 -8.7734 -0.6068
H 1.7718 -7.8678 -0.1584
H 2.4165 -3.6503 -1.4180
H 3.8565 -4.5495 -1.0979
H 1.3605 -4.8701 0.6713
H 2.5757 -3.6171 0.9276
H 3.0279 -5.3031 1.0677
Br 5.2515 0.5479 -2.3440
Cs -4.8045 -4.1977 1.9496
O 10.9480 0.7569 -1.4524
H 10.1036 1.2137 -1.2791
Al -3.4936 -1.0156 -3.2088
O -5.1058 -8.9171 0.5933
H -5.0140 -8.6930 -0.3368
H -4.7328 -9.8035 0.6495
```

Results
Orbital gap in eV: 2.282
Net charge: +3
LUMO in eV: -11.0



Entry 2:
The following is a quantum chemistry calculation of one molecule with the formula C3H2Br2O in a non-equilibrium geometry, from OMol25.

The geometry in XYZ format:
```
8
C3H2Br2O, DFT ωB97M-V/def2-TZVPD
C 1.2923 0.3064 -0.0049
C -0.0072 0.5400 0.0908
Br -0.9021 2.1455 0.0333
C -0.8770 -0.9148 0.0485
O -0.3434 -1.9412 -0.1592
Br -2.7800 -0.5731 0.1262
H 1.8711 1.1807 -0.2538
H 1.7462 -0.7435 0.1191
```

Results
ΔE to the lowest compared entry with this formula, charge and spin in kJ/mol: 41.3
Orbital gap in eV: 10.043
Net charge: 0
LUMO in eV: 0.0
SMILES: C=C(Br)C(=O)Br



Entry 3:
The following is a quantum chemistry calculation of a 2-piece molecular cluster, C4H8N2S overall in a non-equilibrium geometry, from OMol25.

The geometry in XYZ format:
```
15
C4H8N2S, DFT ωB97M-V/def2-TZVPD
C -0.7843 1.2587 0.3515
C 0.3475 0.8386 1.1689
C 1.3613 0.0419 0.3761
S 1.8997 -1.2896 0.9926
C 1.8548 0.6815 -0.8240
N 2.3223 1.2054 -1.7358
H -0.7862 2.3523 0.2258
H -0.7127 0.6717 -0.5612
H -1.7804 1.0787 0.7964
H -0.0601 0.1401 2.0253
H 0.9825 1.7132 1.4739
N -0.8906 -2.2348 -0.9760
H -1.6494 -2.6593 -0.3875
H -1.0754 -2.5996 -1.8923
H -1.0290 -1.1991 -1.0339
```

Results
ΔE to the lowest compared entry with this formula, charge and spin in kJ/mol: 232.2
Orbital gap in eV: 8.214
Net charge: 0
LUMO in eV: -1.0
SMILES: CCC(=S)C#N.N



Entry 4:
The following is a quantum chemistry calculation of one molecule with the formula C4H4N2OS in a non-equilibrium geometry, from OMol25.

The geometry in XYZ format:
```
12
C4H4N2OS, DFT ωB97M-V/def2-TZVPD
N 0.2354 2.4616 -0.2660
C 0.0983 1.2879 -0.0875
C 0.3365 0.0372 0.2365
O 0.2637 0.0076 1.6883
C 1.7038 -0.2717 -0.1932
N 2.7523 -0.4721 -0.6131
C -0.7693 -1.0225 -0.3555
S -2.3372 0.0107 -0.0851
H 1.0583 0.4643 1.9486
H -0.7761 -1.9438 0.3229
H -0.5188 -1.3559 -1.3927
H -2.0469 0.7968 -1.2033
```

Results
ΔE to the lowest compared entry with this formula, charge and spin in kJ/mol: 286.8
Orbital gap in eV: 10.177
Net charge: 0
LUMO in eV: 0.2
SMILES: N#CC(O)(C#N)CS



Entry 5:
The following is a quantum chemistry calculation of one molecule with the formula C2H6N2O2S in a non-equilibrium geometry, from OMol25.

The geometry in XYZ format:
```
13
C2H6N2O2S, DFT ωB97M-V/def2-TZVPD
C 1.3997 0.7636 -0.3428
C 1.0813 -0.7838 -0.0184
N -0.1496 -1.0293 0.7612
N -1.5440 -1.1070 -0.2893
S -2.2483 0.2248 -0.0322
O -3.3051 0.5902 -0.8852
O -1.8250 1.2241 0.9695
H 1.3606 1.1976 0.6481
H 2.3194 1.0109 -0.8296
H 0.5159 1.0146 -1.0530
H 0.8251 -1.4672 -0.9729
H 1.9476 -1.2947 0.5586
H -0.3776 -0.3437 1.4862
```

Results
ΔE to the lowest compared entry with this formula, charge and spin in kJ/mol: 482.2
Orbital gap in eV: 9.570
Net charge: 0
LUMO in eV: -0.4
SMILES: CCNN=S(=O)=O



Entry 6:
The following is a quantum chemistry calculation of one molecule with the formula C5H6N2O2 in a non-equilibrium geometry, from OMol25.

The geometry in XYZ format:
```
15
C5H6N2O2, DFT ωB97M-V/def2-TZVPD
C -1.1065 -1.2206 -0.0742
C 0.3671 1.4892 -0.4731
C 0.2212 -1.6276 -0.0184
C -1.6936 0.0311 0.0622
C 1.2712 -0.4464 0.6419
N -0.8704 1.2720 -0.0823
N 1.3706 0.6842 -0.2147
O 0.7371 -2.6843 -0.3012
O -2.8752 0.3072 0.1599
H -1.8286 -2.0207 -0.1951
H 0.5921 2.4087 -1.0060
H 0.8468 -0.1664 1.6050
H 2.2393 -0.9233 0.7538
H -1.5290 2.0377 -0.1948
H 2.2579 0.8592 -0.6628
```

Results
ΔE to the lowest compared entry with this formula, charge and spin in kJ/mol: 137.4
Orbital gap in eV: 7.884
Net charge: 0
LUMO in eV: -0.1



| no. | HOMO level (eV) |
| --- | --- |
| 1 | -13.24 |
| 2 | -10.08 |
| 3 | -9.22 |
| 4 | -10.00 |
| 5 | -9.94 |
| 6 | -7.95 |